Model P:
# C20H26N2O3S

A cluster of 2 separate species, C20H26N2O3S in total (the ωB97M-V functional and the def2-TZVPD basis, the Open Molecules 2025 dataset).

Geometry as ORCA input:
```
! wB97M-V def2-TZVPD RIJCOSX def2/J DEFGRID3
* xyz 0 1
C 3.174 3.136 3.111
C 3.427 1.544 2.867
O 2.315 0.684 3.416
C 1.289 0.681 2.694
C 1.282 1.183 1.327
C -0.053 1.106 0.813
C -1.133 0.521 1.448
C -0.873 -0.303 2.722
C 0.325 -0.072 3.412
H 0.411 -0.386 4.302
H -1.823 -0.839 3.376
O -2.224 0.073 0.824
C -3.026 -0.872 0.862
C -4.319 -0.951 -0.047
H -3.657 -1.103 -1.078
H -4.931 -1.626 0.120
H -4.777 0.122 -0.207
H -2.630 -1.726 1.049
H -3.736 -0.853 1.957
N -0.432 1.539 -0.407
C 0.599 1.953 -1.348
O 1.606 2.315 -0.998
C -0.243 2.303 -2.625
C -0.428 1.185 -3.442
H 0.636 0.167 -3.413
H -0.571 1.276 -4.641
S -1.649 0.159 -3.085
C -1.381 -1.734 -3.521
C -1.131 -2.493 -2.411
C -0.119 -2.224 -1.478
N -0.442 -2.685 -0.133
C 0.585 -2.441 0.766
C 1.678 -1.845 0.559
C 2.173 -1.450 -0.812
C 1.222 -1.715 -1.777
H 1.285 -1.674 -2.692
H 3.135 -1.229 -1.016
H 2.229 -1.473 1.427
H 0.130 -2.658 1.814
H -2.136 -2.719 -1.756
H -0.968 -3.446 -3.009
H -2.219 -1.738 -4.061
H -0.330 -1.411 -4.123
H -1.028 2.923 -2.596
H 0.581 2.954 -3.134
H -1.325 1.213 -0.956
H 1.862 1.809 0.832
H 3.704 1.405 1.762
H 4.360 1.153 3.628
H 3.054 3.369 4.328
H 4.126 3.563 2.816
H 2.402 3.328 2.537
*
```

Results
HOMO ... -6.93 eV
HOMO-LUMO gap ... 7.21 eV
E_LUMO ... 0.28 eV


Model Q:
# C20H26N2O3S

An isolated molecule of C20H26N2O3S (the ωB97M-V functional and the def2-TZVPD basis, the Open Molecules 2025 dataset).

Geometry as ORCA input:
```
! wB97M-V def2-TZVPD RIJCOSX def2/J DEFGRID3
* xyz 0 1
C -3.567 -2.715 1.605
C -3.574 -1.475 0.726
O -4.821 -1.367 0.073
C -4.867 -0.434 -0.979
C -5.002 1.035 -0.520
C -3.797 1.908 -0.884
N -2.609 1.555 -0.140
C -1.603 0.829 -0.660
O -1.536 0.490 -1.823
C -0.493 0.488 0.346
N 0.157 -0.727 -0.085
C 0.233 -1.828 0.682
O -0.209 -1.896 1.810
C 0.980 -2.981 0.004
C 2.420 -2.620 -0.124
C 3.436 -2.905 0.733
C 4.675 -2.354 0.331
C 4.585 -1.652 -0.824
S 2.984 -1.649 -1.450
C 0.480 1.644 0.399
C 1.178 2.017 -0.744
C 2.075 3.066 -0.702
C 2.295 3.771 0.477
C 3.283 4.896 0.514
C 1.591 3.396 1.613
C 0.694 2.344 1.577
H -2.599 -2.799 2.090
H -3.748 -3.600 1.001
H -4.347 -2.643 2.358
H -2.770 -1.543 -0.022
H -3.387 -0.586 1.347
H -5.748 -0.722 -1.559
H -3.981 -0.544 -1.620
H -5.886 1.479 -0.978
H -5.154 1.045 0.562
H -4.030 2.960 -0.688
H -3.555 1.789 -1.942
H -2.608 1.755 0.848
H -0.907 0.287 1.339
H 0.446 -0.751 -1.052
H 0.537 -3.170 -0.975
H 0.873 -3.867 0.631
H 3.306 -3.491 1.625
H 5.590 -2.480 0.881
H 5.356 -1.133 -1.358
H 1.009 1.491 -1.672
H 2.613 3.346 -1.596
H 3.144 5.509 1.401
H 4.299 4.500 0.529
H 3.185 5.525 -0.369
H 1.749 3.930 2.539
H 0.164 2.059 2.475
*
```

Results
SMILES ... CCOCCCNC(=O)[C@@H](NC(=O)Cc1cccs1)c1ccc(C)cc1
HOMO ... -8.73 eV
HOMO-LUMO gap ... 9.39 eV
E_LUMO ... 0.66 eV


Model R:
# C20H26N2O3S

An isolated molecule of C20H26N2O3S (the ωB97M-V functional and the def2-TZVPD basis, the Open Molecules 2025 dataset).

Geometry as ORCA input:
```
! wB97M-V def2-TZVPD RIJCOSX def2/J DEFGRID3
* xyz 0 1
C 6.423 2.134 0.505
O 6.499 1.002 -0.326
C 5.469 0.063 -0.150
C 4.149 0.474 -0.843
C 4.275 0.426 -2.364
N 3.036 -0.292 -0.322
C 2.750 -1.628 -0.533
C 3.507 -2.546 -1.428
C 1.648 -1.948 0.200
C 1.230 -0.781 0.898
C 0.107 -0.653 1.796
O -0.184 0.365 2.404
C -0.749 -1.897 1.973
S -1.597 -2.394 0.434
C -3.020 -1.345 0.359
C -3.152 -0.168 1.082
C -4.305 0.582 0.955
C -5.332 0.185 0.104
N -6.469 0.998 0.027
C -7.596 0.838 -0.725
C -8.590 1.964 -0.509
O -7.798 -0.085 -1.480
C -5.188 -0.991 -0.630
C -4.042 -1.745 -0.497
C 2.127 0.224 0.547
C 2.135 1.637 1.009
H 7.348 2.686 0.351
H 6.344 1.845 1.560
H 5.578 2.783 0.252
H 5.853 -0.862 -0.585
H 5.275 -0.104 0.920
H 3.951 1.514 -0.569
H 4.994 1.179 -2.675
H 3.315 0.642 -2.828
H 4.629 -0.538 -2.711
H 3.180 -3.563 -1.226
H 3.302 -2.333 -2.477
H 4.580 -2.492 -1.261
H 1.181 -2.912 0.226
H -1.502 -1.735 2.744
H -0.128 -2.753 2.235
H -2.372 0.183 1.738
H -4.401 1.497 1.524
H -6.430 1.819 0.616
H -8.146 2.916 -0.793
H -9.469 1.784 -1.120
H -8.885 2.011 0.538
H -5.976 -1.307 -1.293
H -3.929 -2.660 -1.058
H 1.302 1.775 1.693
H 3.059 1.878 1.536
H 2.016 2.328 0.174
*
```

Results
SMILES ... COC[C@@H](C)n1c(C)cc(C(=O)CSc2ccc(NC(C)=O)cc2)c1C
HOMO ... -7.60 eV
HOMO-LUMO gap ... 8.29 eV
E_LUMO ... 0.69 eV


Order from most stable to least stable according to the calculation: model Q, model R, model P


Model P:
# CH4F2Si

An isolated molecule of CH4F2Si (the ωB97M-V functional and the def2-TZVPD basis, the Open Molecules 2025 dataset).

Geometry as ORCA input:
```
! wB97M-V def2-TZVPD RIJCOSX def2/J DEFGRID3
* xyz 0 1
C -1.146 -0.065 0.332
Si 0.875 -0.005 -0.406
F 1.604 -1.258 0.193
F 1.740 1.205 0.190
H -0.937 0.205 1.431
H -1.729 0.793 -0.026
H -1.641 -1.066 0.133
H 1.234 0.190 -1.847
*
```

Results
SMILES ... C[SiH](F)F
HOMO ... -10.94 eV
HOMO-LUMO gap ... 11.86 eV
E_LUMO ... 0.92 eV


Model Q:
# CH4F2Si

A cluster of 2 separate species, CH4F2Si in total (the ωB97M-V functional and the def2-TZVPD basis, the Open Molecules 2025 dataset).

Geometry as ORCA input:
```
! wB97M-V def2-TZVPD RIJCOSX def2/J DEFGRID3
* xyz 0 1
C -0.757 -0.727 0.365
F 0.212 1.045 -1.838
F 1.821 -0.040 -0.314
Si 0.378 0.588 -0.330
H -1.652 -0.898 -0.192
H -0.103 -1.646 0.376
H -1.019 -0.438 1.312
H 1.121 2.116 0.621
*
```

Results
HOMO ... -10.40 eV
HOMO-LUMO gap ... 10.94 eV
E_LUMO ... 0.54 eV


Order from most stable to least stable according to the calculation: model P, model Q


Model P:
# C4H7Cl2F2N

A cluster of 2 separate species, C4H7Cl2F2N in total (the ωB97M-V functional and the def2-TZVPD basis, the Open Molecules 2025 dataset).

Geometry as ORCA input:
```
! wB97M-V def2-TZVPD RIJCOSX def2/J DEFGRID3
* xyz 0 1
C -1.394 1.638 0.346
C -1.752 -0.707 0.605
C 2.144 -1.173 -1.018
C 1.485 0.037 -0.407
N -1.758 0.474 -0.177
F 3.451 -1.471 -0.893
F 1.942 -1.110 -2.358
Cl 1.452 -0.016 1.337
Cl 1.639 1.546 -1.095
H -0.539 2.280 -0.139
H -2.200 2.396 0.319
H -1.068 1.507 1.487
H -2.575 -1.078 1.127
H -1.573 -1.576 0.028
H -0.849 -0.620 1.397
H 1.595 -2.127 -0.559
*
```

Results
HOMO (spin up / spin down) ... -9.04 / -9.11 eV
HOMO-LUMO gap (spin up / spin down) ... 7.70 / 8.84 eV
E_LUMO (spin up / spin down) ... -1.34 / -0.27 eV


Model Q:
# C4H7Cl2F2N

A cluster of 2 separate species, C4H7Cl2F2N in total (the ωB97M-V functional and the def2-TZVPD basis, the Open Molecules 2025 dataset).

Geometry as ORCA input:
```
! wB97M-V def2-TZVPD RIJCOSX def2/J DEFGRID3
* xyz 0 1
C 0.343 0.384 2.386
C 0.117 -0.698 1.386
C -0.670 -0.088 0.106
C 0.212 0.915 -0.637
N 0.095 -0.247 -3.942
F -1.113 -0.436 -3.343
F 0.587 -1.519 -4.146
Cl -0.339 2.495 -0.531
Cl 1.150 0.381 -1.793
H 1.033 -0.134 3.079
H -0.584 0.865 2.709
H 0.885 1.259 2.080
H 1.041 -1.065 1.060
H -0.339 -1.518 1.737
H -1.627 0.263 0.443
H -0.791 -0.857 -0.594
*
```

Results
HOMO (spin up / spin down) ... -10.37 / -7.64 eV
HOMO-LUMO gap (spin up / spin down) ... 10.40 / 6.98 eV
E_LUMO (spin up / spin down) ... 0.03 / -0.66 eV


Order from most stable to least stable according to the calculation: model P, model Q


Model P:
# C2S3

A cluster of 2 separate species, C2S3 in total (the ωB97M-V functional and the def2-TZVPD basis, the Open Molecules 2025 dataset).

Geometry as ORCA input:
```
! wB97M-V def2-TZVPD RIJCOSX def2/J DEFGRID3
* xyz 0 1
C -3.713 0.036 0.943
C 2.359 0.510 0.117
S 1.154 1.378 0.596
S 3.501 -0.442 -0.307
S -2.825 -0.016 -0.329
*
```

Results
HOMO ... -9.85 eV
HOMO-LUMO gap ... 9.54 eV
E_LUMO ... -0.31 eV


Model Q:
# C2S3

A structure of composition C2S3 (the ωB97M-V functional and the def2-TZVPD basis, the Open Molecules 2025 dataset).

Geometry as ORCA input:
```
! wB97M-V def2-TZVPD RIJCOSX def2/J DEFGRID3
* xyz 0 1
C -0.988 -0.020 -1.227
C 0.679 -0.613 0.888
S -1.366 -0.790 0.226
S 0.784 1.158 0.964
S 0.892 0.264 -0.850
*
```

Results
HOMO ... -8.86 eV
HOMO-LUMO gap ... 7.59 eV
E_LUMO ... -1.27 eV


Order from most stable to least stable according to the calculation: model P, model Q


Model P:
# FHN2O2S

A cluster of 2 separate species, FHN2O2S in total (the ωB97M-V functional and the def2-TZVPD basis, the Open Molecules 2025 dataset).

Geometry as ORCA input:
```
! wB97M-V def2-TZVPD RIJCOSX def2/J DEFGRID3
* xyz 0 1
N -2.949 -0.264 0.152
N -2.038 0.180 -0.742
O -3.705 0.443 0.814
O -2.885 -1.491 0.176
F -1.821 1.473 -0.785
S 0.255 -1.215 -0.012
H 0.681 -0.271 -0.829
*
```

Results
HOMO (spin up / spin down) ... -10.44 / -10.01 eV
HOMO-LUMO gap (spin up / spin down) ... 6.92 / 7.45 eV
E_LUMO (spin up / spin down) ... -3.51 / -2.56 eV


Model Q:
# FHN2O2S

A cluster of 2 separate species, FHN2O2S in total (the ωB97M-V functional and the def2-TZVPD basis, the Open Molecules 2025 dataset).

Geometry as ORCA input:
```
! wB97M-V def2-TZVPD RIJCOSX def2/J DEFGRID3
* xyz 0 1
N 1.008 -0.806 0.040
N -0.329 0.959 0.584
O 2.069 -1.109 0.438
O 0.230 -1.291 -0.676
F 0.292 2.174 0.299
S -1.283 0.506 -0.670
H -1.988 -0.432 -0.016
*
```

Results
HOMO (spin up / spin down) ... -9.71 / -8.90 eV
HOMO-LUMO gap (spin up / spin down) ... 8.80 / 7.72 eV
E_LUMO (spin up / spin down) ... -0.91 / -1.17 eV


Order from most stable to least stable according to the calculation: model Q, model P


Model P:
# C5H4N2O

An isolated molecule of C5H4N2O (the ωB97M-V functional and the def2-TZVPD basis, the Open Molecules 2025 dataset).

Geometry as ORCA input:
```
! wB97M-V def2-TZVPD RIJCOSX def2/J DEFGRID3
* xyz 0 1
C 1.828 1.203 2.216
C 0.982 0.953 1.328
C 0.477 0.262 0.144
C 0.655 0.480 -1.278
N -0.121 -0.310 -1.917
N -1.020 -0.962 -1.212
C -0.698 -0.508 0.032
O -1.633 -0.748 1.072
H 2.590 1.523 2.903
H 1.292 0.968 -1.986
H -0.099 -0.459 -2.962
H -2.196 -1.481 0.719
*
```

Results
SMILES ... C#Cc1c[nH]nc1O
HOMO ... -8.76 eV
HOMO-LUMO gap ... 9.53 eV
E_LUMO ... 0.77 eV


Model Q:
# C5H4N2O

An isolated molecule of C5H4N2O (the ωB97M-V functional and the def2-TZVPD basis, the Open Molecules 2025 dataset).

Geometry as ORCA input:
```
! wB97M-V def2-TZVPD RIJCOSX def2/J DEFGRID3
* xyz 0 1
N -1.416 -3.207 -1.228
C -0.890 -2.236 -0.890
C -0.370 -1.025 -0.395
C -1.014 0.146 -0.527
O -0.653 1.251 0.195
C 0.489 1.239 0.906
C 1.735 1.055 0.182
N 2.598 1.032 -0.569
H 0.500 -1.242 0.091
H -1.923 0.247 -0.967
H 0.564 2.220 1.448
H 0.381 0.519 1.753
*
```

Results
SMILES ... N#C/C=C/OCC#N
HOMO ... -10.14 eV
HOMO-LUMO gap ... 10.51 eV
E_LUMO ... 0.37 eV


Model R:
# C5H4N2O

An isolated molecule of C5H4N2O (the ωB97M-V functional and the def2-TZVPD basis, the Open Molecules 2025 dataset).

Geometry as ORCA input:
```
! wB97M-V def2-TZVPD RIJCOSX def2/J DEFGRID3
* xyz 0 1
C -1.268 -1.060 2.710
C -0.860 -0.573 1.660
C -0.478 -0.117 0.337
C -0.829 -0.887 -0.889
O -1.426 -1.946 -0.864
N 0.159 1.017 0.251
N 0.575 1.457 -0.964
C 1.785 1.320 -1.262
H -1.724 -1.512 3.565
H -0.591 -0.339 -1.834
H 2.523 0.812 -0.578
H 2.136 1.827 -2.131
*
```

Results
SMILES ... C#C/C(C=O)=N/N=C
HOMO ... -9.69 eV
HOMO-LUMO gap ... 8.92 eV
E_LUMO ... -0.77 eV


Order from most stable to least stable according to the calculation: model Q, model P, model R